[1]
# C21H17N3O2

2 unconnected molecules or ions with the total composition C21H17N3O2 in a non-equilibrium geometry (ωB97M-V/def2-TZVPD, the Open Molecules 2025 dataset).

Geometry as XYZ:
```
43
Properties=species:S:1:pos:R:3:forces:R:3
C 4.15486 1.29602 -0.58607 -0.13 0.99 1.23
C 3.48830 2.61083 -1.00509 1.45 0.86 -0.33
C 4.35109 3.52450 -1.90144 -0.95 -0.76 -0.37
N 2.32483 2.95952 -0.61320 -0.96 -2.68 -0.14
C 1.31440 3.04970 -1.64505 -0.05 0.94 -0.74
C 0.05136 3.72115 -1.19244 2.69 -0.58 -0.29
N -0.71031 4.43501 -0.74647 -1.53 0.72 0.46
C 0.96227 1.61676 -2.20347 0.00 -0.39 -0.52
C 1.58515 1.42012 -3.55387 -1.04 0.79 2.48
N 2.12991 1.55374 -4.54220 0.77 -0.25 -1.51
H 3.41339 0.69201 -0.04879 0.25 0.02 -0.28
H 4.98635 1.49561 0.11524 -0.14 -0.15 -0.35
H 4.56698 0.78328 -1.46477 -0.22 0.21 0.15
H 4.85824 2.91817 -2.66755 0.06 0.48 0.21
H 3.69406 4.27446 -2.36396 0.38 -0.15 0.00
H 5.07188 4.06228 -1.26830 -0.12 -0.36 -0.12
H 1.72050 3.60333 -2.51799 -0.63 0.11 0.22
H 1.33237 0.83376 -1.53264 -0.24 0.29 0.02
H -0.12876 1.50953 -2.28189 0.37 -0.12 -0.03
C -3.10004 -4.12180 -1.51822 0.03 0.07 0.02
C -2.51375 -3.06389 -2.20632 0.00 -0.02 0.06
C -1.94773 -2.00992 -1.50804 -0.02 -0.07 -0.16
C -1.97513 -2.00243 -0.11793 -0.08 -0.10 0.02
C -2.58425 -3.05270 0.57147 0.06 0.09 -0.10
C -3.13604 -4.11639 -0.13319 -0.06 -0.10 -0.15
C -2.66598 -3.03899 2.05677 -0.20 -0.34 0.24
O -3.19184 -3.95422 2.65668 0.03 0.05 -0.04
C -2.09752 -1.87692 2.78923 0.06 0.13 -0.03
C -2.21350 -1.81747 4.17302 0.01 0.06 0.19
C -1.67612 -0.74536 4.86751 0.03 0.01 -0.09
C -1.01212 0.26859 4.18344 -0.04 -0.07 -0.01
C -0.89807 0.21725 2.80380 0.06 0.12 0.12
C -1.44784 -0.84983 2.10166 -0.05 -0.07 0.11
C -1.34869 -0.87473 0.62050 0.18 0.32 -0.17
O -0.77043 0.01377 0.02469 0.02 -0.04 -0.07
H -3.53417 -4.94910 -2.06535 0.01 0.02 0.01
H -2.49745 -3.06407 -3.28892 0.01 0.00 0.02
H -1.48780 -1.19062 -2.04476 0.03 0.03 0.13
H -3.59699 -4.93720 0.40030 0.03 0.10 0.11
H -2.72655 -2.60610 4.70758 0.00 -0.05 -0.14
H -1.77219 -0.69861 5.94495 0.00 -0.01 -0.02
H -0.58711 1.10190 4.72852 -0.01 -0.01 -0.02
H -0.38559 1.00909 2.27258 -0.06 -0.07 -0.11
```
Forces are in eV/Å.

Its gap between HOMO and LUMO is 7.63 eV. The value obtained for the maximum force is 2.8 eV Å⁻¹. As for the total energy: -1125.1153 hartree. The value obtained for the lowest unoccupied orbital energy is -0.0416 hartree. Its SMILES is O=C1c2ccccc2C(=O)c2ccccc21.CC(C)=N[C@H](C#N)CC#N. The calculation puts the energy above the lowest of the compared OMol25 structures with the same formula, charge and spin at 30.7 kcal/mol.

natural (NBO) population analysis, charges in e, atoms 1 to 4: number 1, C, carries -0.705; number 2, C, carries 0.484; number 3, C, carries -0.719; number 4, N, carries -0.539

[2]
# C21H17N5O2Pt

A molecular structure, C21H17N5O2Pt (ωB97M-V/def2-TZVPD, the Open Molecules 2025 dataset).

Geometry as XYZ:
```
46
Properties=species:S:1:pos:R:3:forces:R:3
Pt 1.14858 -0.10208 0.29266 0.38 0.65 0.31
O 2.63300 -3.77257 0.96358 0.01 -0.05 0.01
C 2.38792 -2.64629 0.55877 -0.01 0.10 0.03
N 1.68158 -1.70402 1.27129 -0.16 -0.16 -0.25
C 0.78988 -2.10672 2.33154 0.08 0.01 -0.07
C -0.02720 -0.91480 2.76102 0.05 0.00 -0.10
C -0.75407 -0.90518 3.94329 0.00 -0.07 0.02
C -1.52419 0.19204 4.27055 -0.02 0.00 0.03
C -1.55572 1.27506 3.40352 -0.03 0.05 0.00
C -0.80914 1.21277 2.24826 0.00 0.02 -0.02
N -0.05850 0.15113 1.92971 -0.10 -0.02 0.27
C 2.76408 -2.13071 -0.78958 -0.08 -0.06 0.12
C 3.29070 -2.90200 -1.83232 0.13 0.10 0.12
C 3.45878 -2.51953 -3.13792 -0.14 0.03 -0.08
C 2.40446 -0.03402 -3.97653 -0.05 0.10 0.01
C 1.32386 0.30201 -2.96371 0.03 0.11 0.18
N 2.31750 -0.86298 -1.12147 -0.36 0.07 -0.08
H 1.32322 -2.52205 3.18985 0.02 -0.01 0.04
H 0.09777 -2.88486 1.97972 -0.01 -0.02 0.03
H -0.70799 -1.76979 4.59226 0.01 0.02 -0.01
H -2.09522 0.20490 5.18989 0.01 0.01 -0.01
H -2.14644 2.15536 3.61435 0.00 -0.02 0.00
H -0.80279 2.02270 1.53157 0.01 0.01 0.00
H 3.58591 -3.91094 -1.56727 -0.01 0.01 -0.02
H 3.90913 -3.28815 -3.76014 -0.05 -0.01 -0.04
H 2.90692 0.81642 -4.43294 0.03 -0.02 0.02
H 0.37090 0.39892 -3.49416 -0.02 0.03 -0.04
O 0.01768 -2.75603 -1.41953 0.07 -0.25 0.33
C 0.41083 -1.98900 -2.29124 0.13 0.36 -0.38
C 0.08016 -2.26877 -3.71083 -0.03 0.06 -0.04
C 0.77942 -1.91603 -4.79645 0.12 -0.01 -0.08
C 2.02715 -1.13088 -4.94430 0.08 -0.20 0.00
C 3.23657 -1.29835 -3.98577 -0.02 -0.05 0.03
C 1.25813 -0.83590 -2.01468 -0.06 -0.61 -0.34
C 1.50485 1.55856 -2.15891 -0.10 0.09 -0.03
N 1.14824 1.69095 -0.89102 0.05 -0.22 0.05
C 1.39347 2.99973 -0.53331 -0.03 -0.10 0.05
C 1.89746 3.66942 -1.59802 -0.07 -0.06 -0.09
N 1.94944 2.74317 -2.62061 0.11 0.08 -0.02
H -0.75902 -2.94326 -3.84474 -0.03 0.06 0.04
H 0.41250 -2.30918 -5.74013 0.00 0.04 0.00
H 2.29754 -0.96441 -5.97812 0.00 -0.01 -0.03
H 4.13911 -1.12079 -4.56145 0.08 0.03 0.02
H 1.20842 3.35859 0.46463 0.03 -0.03 -0.01
H 2.22241 4.68746 -1.71867 -0.02 -0.04 -0.02
H 2.28664 2.91247 -3.55211 -0.01 -0.02 0.01
```
Forces are in eV/Å.

Its gap between HOMO and LUMO (spin up / spin down) is 6.32 / 7.48 eV. Its multiplicity is 3. The value obtained for the maximum force is 0.8 eV Å⁻¹. The expectation value of S² is 2.038. As for the total energy: -1353.9294 hartree. The value obtained for the lowest unoccupied orbital energy (spin up / spin down) is 0.0097 / -0.0065 hartree.

natural (NBO) population analysis, charges in e, atoms 1 to 4: number 1, Pt, carries 0.863; number 2, O, carries -0.630; number 3, C, carries 0.621; number 4, N, carries -0.631

[3]
# C21H17N9O2PdSi

A molecular structure, C21H17N9O2PdSi in a non-equilibrium geometry (ωB97M-V/def2-TZVPD, the Open Molecules 2025 dataset).

Geometry as XYZ:
```
51
Properties=species:S:1:pos:R:3:forces:R:3
Pd 1.09490 -0.67749 0.45030 -1.74 0.67 0.01
N 3.64260 -1.38949 2.61450 0.22 0.28 0.25
C 3.84650 -1.71829 1.30160 0.11 -0.61 -1.11
N 5.04760 -2.04909 0.82860 -0.16 0.23 0.71
N 4.82910 -2.35359 -0.45240 0.36 -0.15 -0.54
N 3.58370 -2.22279 -0.74670 0.18 -0.26 -0.70
N 2.91430 -1.83269 0.33410 0.45 0.17 1.15
C 2.44250 -1.12929 3.22230 -0.91 -0.16 0.35
N 2.31300 -0.93049 4.53440 0.66 -0.13 -0.50
N 0.99760 -0.78319 4.71950 -0.37 0.15 0.37
N 0.36570 -0.88809 3.60370 -0.72 0.05 0.26
N 1.23800 -1.11759 2.62720 0.72 -0.02 -0.84
H 4.46530 -1.15929 3.14570 -0.08 -0.08 -0.06
O 2.46240 1.38591 0.87480 0.17 0.02 0.02
C 1.62760 2.02801 0.21530 0.54 0.16 0.21
O 0.65580 1.54611 -0.41470 -0.51 -0.71 -0.19
C 1.81100 3.53131 0.16450 -0.03 -0.08 -0.02
C 3.09730 4.05861 0.15920 -0.01 -0.10 0.00
C 3.28910 5.42811 0.15580 0.14 0.11 -0.03
C 2.19690 6.28051 0.18100 0.03 0.23 0.03
C 0.91350 5.75841 0.17530 -0.07 0.23 0.00
C 0.71860 4.38931 0.15370 0.06 -0.12 -0.05
H 3.93580 3.37501 0.16020 -0.02 -0.04 0.06
H 4.29180 5.84041 0.13740 0.01 -0.03 0.03
H 2.34880 7.35401 0.21990 -0.02 -0.01 -0.06
H 0.06540 6.43211 0.18520 -0.06 -0.01 0.02
H -0.27630 3.97141 0.13410 -0.08 -0.11 -0.01
C -3.23900 1.09241 -3.59600 -0.09 0.06 -0.09
C -3.70170 1.28531 -2.30450 -0.20 0.12 -0.18
C -3.10240 0.61931 -1.25220 -0.01 -0.09 0.34
C -2.03360 -0.25279 -1.44150 0.76 -0.09 0.37
C -1.58550 -0.42739 -2.74820 0.12 -0.14 0.03
C -2.17710 0.22871 -3.81300 -0.05 0.03 -0.29
Si -1.18950 -1.10669 0.09390 -0.84 0.41 0.42
C -2.05000 -2.84099 -0.00260 0.79 0.33 0.14
C -1.62720 -3.84439 -0.86830 0.13 0.05 -0.09
C -2.23820 -5.08489 -0.89170 -0.06 -0.26 -0.13
C -3.29460 -5.35619 -0.03680 -0.11 -0.11 0.01
C -3.73600 -4.36989 0.83010 -0.21 -0.20 0.01
C -3.11610 -3.13499 0.84070 -0.03 0.28 0.13
H -3.70170 1.61561 -4.42580 0.03 -0.01 0.00
H -4.53230 1.96081 -2.12140 0.05 -0.03 0.01
H -3.47120 0.78081 -0.24890 -0.01 0.05 0.13
H -0.74630 -1.08349 -2.93590 0.13 -0.04 -0.05
H -1.80930 0.07891 -4.82310 0.04 -0.02 0.05
H -2.08390 -0.51039 1.17750 0.47 -0.12 -0.22
H -0.79260 -3.65279 -1.52790 0.14 -0.03 -0.09
H -1.89010 -5.85409 -1.57200 0.04 0.02 -0.01
H -3.77200 -6.32989 -0.04270 0.02 0.00 -0.02
H -4.56520 -4.56729 1.50180 0.03 0.00 0.00
H -3.46300 -2.37349 1.52390 -0.02 0.08 0.13
```
Forces are in eV/Å.

Its gap between HOMO and LUMO (spin up / spin down) is 6.44 / 6.47 eV. As for the charge: -2. The value obtained for the maximum force is 1.9 eV Å⁻¹. As for the total energy: -1871.1415 hartree. The value obtained for the lowest unoccupied orbital energy (spin up / spin down) is 0.1670 / 0.1688 hartree.

natural (NBO) population analysis, charges in e, atoms 1 to 4: number 1, Pd, carries 0.750; number 2, N, carries -0.599; number 3, C, carries 0.433; number 4, N, carries -0.419